## one
Here is one molecule with the formula C5H7NO from the OMol25 dataset. Energies are from ωB97M-V/def2-TZVPD.

```
! wB97M-V def2-TZVPD RIJCOSX def2/J DEFGRID3
* xyz 0 1
O 1.4039 -0.0677 -2.8912
C 0.3182 0.2035 -2.3540
C 0.0001 -0.0841 -1.0335
C 0.9191 -0.5725 0.0453
N -0.1328 -0.0913 0.9965
C -0.1491 0.0694 2.2527
C -1.1006 0.2864 -0.0799
H -0.4888 0.7108 -2.9386
H 1.0761 -1.6554 0.1832
H 1.8801 -0.0596 0.2189
H 0.7118 -0.2352 2.8423
H -1.0233 0.5080 2.7267
H -2.0007 -0.3506 -0.0065
H -1.4140 1.3383 0.0379
*
```

The calculation puts the LUMO energy (spin up / spin down) at -0.9 / -0.9 eV. Its orbital gap (spin up / spin down) is 5.744 / 5.745 eV.

Want to see where the charge sits? The natural (NBO) charges in e are: atom 1 (O): -0.682, atom 2 (C): 0.322, atom 3 (C): -0.372, atom 4 (C): -0.194, atom 5 (N): -0.178, atom 6 (C): 0.043, atom 7 (C): -0.194, atom 8 (H): 0.091, atom 9 (H): 0.186, atom 10 (H): 0.195, atom 11 (H): 0.210, atom 12 (H): 0.208, atom 13 (H): 0.180, atom 14 (H): 0.184

---

## two
Here is C5H7NO as an isolated structure from the OMol25 dataset. Energies are from ωB97M-V/def2-TZVPD.

```
! wB97M-V def2-TZVPD RIJCOSX def2/J DEFGRID3
* xyz 0 1
C -1.8213 0.1742 0.1558
C -0.5115 0.2582 -0.6041
C 0.5339 1.1260 0.0634
C 1.7036 0.4096 0.0955
N 1.6758 -0.6258 -1.0097
C 0.5112 -0.8422 -0.2837
O 0.6415 -1.4887 0.8434
H -2.3517 1.1309 0.1093
H -1.6415 -0.0760 1.2058
H -2.4694 -0.5985 -0.2690
H -0.6407 0.3839 -1.6828
H 0.2959 1.8511 0.8395
H 1.5412 -0.6212 1.1363
H 2.3548 -1.3403 -0.7558
*
```

The calculation puts the LUMO energy at 0.6 eV. Its orbital gap is 9.740 eV.

Want to see where the charge sits? The natural (NBO) charges in e are: atom 1 (C): -0.609, atom 2 (C): -0.305, atom 3 (C): -0.207, atom 4 (C): -0.086, atom 5 (N): -0.613, atom 6 (C): 0.612, atom 7 (O): -0.689, atom 8 (H): 0.218, atom 9 (H): 0.226, atom 10 (H): 0.220, atom 11 (H): 0.235, atom 12 (H): 0.214, atom 13 (H): 0.403, atom 14 (H): 0.380

---

## three
Here is one molecule with the formula C5H7NO from the OMol25 dataset. Energies are from ωB97M-V/def2-TZVPD.

```
! wB97M-V def2-TZVPD RIJCOSX def2/J DEFGRID3
* xyz 0 1
C 2.3968 -0.1134 -0.0498
C 0.9258 0.1323 -0.1155
C -0.1477 -0.6073 -0.5136
C -1.3127 0.0629 -0.0238
N -2.6059 -0.4860 -0.0804
C -0.8840 1.2449 0.4770
O 0.4911 1.2667 0.4777
H 2.9693 0.5484 -0.7055
H 2.6271 -1.1524 -0.2990
H 2.7414 0.0650 0.9774
H -0.2839 -1.1258 -1.4426
H -2.5424 -1.4817 -0.2883
H -3.0554 -0.3861 0.8266
H -1.3809 2.1665 0.7412
*
```

The calculation puts the LUMO energy at 1.1 eV. Its orbital gap is 8.977 eV.

Want to see where the charge sits? The natural (NBO) charges in e are: atom 1 (C): -0.658, atom 2 (C): 0.331, atom 3 (C): -0.393, atom 4 (C): 0.088, atom 5 (N): -0.807, atom 6 (C): -0.011, atom 7 (O): -0.417, atom 8 (H): 0.225, atom 9 (H): 0.229, atom 10 (H): 0.233, atom 11 (H): 0.229, atom 12 (H): 0.371, atom 13 (H): 0.376, atom 14 (H): 0.204

---

## four
Here is one molecule with the formula C5H7NO from the OMol25 dataset. Energies are from ωB97M-V/def2-TZVPD.

```
! wB97M-V def2-TZVPD RIJCOSX def2/J DEFGRID3
* xyz 0 1
C -1.6575 -1.0369 0.1938
C -0.2668 -0.4991 0.2015
O 0.7210 -1.3942 0.5088
C 1.9072 -0.7703 0.3160
C 1.7134 0.4988 -0.1146
C 0.2898 0.6841 -0.1855
N -0.3328 1.8581 -0.6730
H -2.3923 -0.2785 0.4887
H -1.9297 -1.4023 -0.8053
H -1.7349 -1.8794 0.8882
H 2.7887 -1.3656 0.5097
H 2.4623 1.2252 -0.4006
H -0.2621 2.6329 -0.0206
H -1.3077 1.7170 -0.9104
*
```

The calculation puts the LUMO energy at 1.0 eV. Its orbital gap is 9.026 eV.

Want to see where the charge sits? The natural (NBO) charges in e are: atom 1 (C): -0.658, atom 2 (C): 0.223, atom 3 (O): -0.412, atom 4 (C): 0.093, atom 5 (C): -0.329, atom 6 (C): 0.059, atom 7 (N): -0.823, atom 8 (H): 0.221, atom 9 (H): 0.220, atom 10 (H): 0.235, atom 11 (H): 0.202, atom 12 (H): 0.229, atom 13 (H): 0.370, atom 14 (H): 0.369

---

Which of them is least stable? Easy: two.

---

## one
Here is one molecule with the formula C5H7NO from the OMol25 dataset. Energies are from ωB97M-V/def2-TZVPD.

```
! wB97M-V def2-TZVPD RIJCOSX def2/J DEFGRID3
* xyz 0 1
C -1.3417 -1.3515 -0.3033
C -0.0414 -1.3297 -0.5898
C 0.6345 -0.0585 -1.0969
C 0.8985 0.4260 0.3091
N 0.8457 1.8778 1.3830
C -0.1662 1.0657 1.0504
O -1.3791 1.1131 1.0133
H -1.9783 -0.5048 -0.5375
H -1.7969 -2.1755 0.2366
H 0.6111 -2.1442 -0.2777
H -0.0720 0.5583 -1.6584
H 1.5231 -0.2604 -1.7058
H 1.7205 -0.0743 0.8053
H 0.5420 2.8580 1.3717
*
```

The calculation puts the LUMO energy at 0.2 eV. Its orbital gap is 9.820 eV.

Want to see where the charge sits? The natural (NBO) charges in e are: atom 1 (C): -0.312, atom 2 (C): -0.221, atom 3 (C): -0.480, atom 4 (C): -0.021, atom 5 (N): -0.627, atom 6 (C): 0.570, atom 7 (O): -0.620, atom 8 (H): 0.221, atom 9 (H): 0.205, atom 10 (H): 0.207, atom 11 (H): 0.238, atom 12 (H): 0.227, atom 13 (H): 0.238, atom 14 (H): 0.375

---

## two
Here is one molecule with the formula C5H7NO from the OMol25 dataset. Energies are from ωB97M-V/def2-TZVPD.

```
! wB97M-V def2-TZVPD RIJCOSX def2/J DEFGRID3
* xyz 0 1
C 2.5961 -0.9077 0.1727
C 1.3238 -0.9335 0.4364
N 0.1519 -1.0377 0.5679
C -0.7017 0.0380 0.2020
C -2.0900 -0.3390 -0.2121
C -0.0118 1.4487 -0.1975
O -0.6856 1.2020 1.0226
H 3.1539 0.0171 0.2331
H 3.1045 -1.8061 -0.1544
H -2.7550 0.5277 -0.2875
H -2.5322 -1.0320 0.5092
H -2.0793 -0.8259 -1.1929
H -0.5125 1.9632 -1.0060
H 1.0379 1.6853 -0.0935
*
```

The calculation puts the LUMO energy at 0.8 eV. Its orbital gap is 9.268 eV.

Want to see where the charge sits? The natural (NBO) charges in e are: atom 1 (C): -0.726, atom 2 (C): 0.557, atom 3 (N): -0.493, atom 4 (C): 0.379, atom 5 (C): -0.644, atom 6 (C): -0.141, atom 7 (O): -0.492, atom 8 (H): 0.253, atom 9 (H): 0.259, atom 10 (H): 0.231, atom 11 (H): 0.232, atom 12 (H): 0.220, atom 13 (H): 0.179, atom 14 (H): 0.186

---

Which of them is least stable? Easy: two.

---

## one
Here is a 2-piece molecular cluster, CH6N2O overall from the OMol25 dataset. Energies are from ωB97M-V/def2-TZVPD.

```
! wB97M-V def2-TZVPD RIJCOSX def2/J DEFGRID3
* xyz 0 1
C 1.1699 0.1809 1.1987
N 1.3397 -0.3893 -0.0974
O 1.4316 0.0346 -1.2506
H 1.0812 1.2065 1.2461
H 1.1893 -0.5285 2.0314
H 1.6175 -1.4166 0.0044
N -1.8883 -0.1211 -0.7940
H -1.2509 0.3709 -0.2982
H -2.8392 0.2474 -0.3222
H -1.8507 0.4152 -1.7183
*
```

The calculation puts the LUMO energy at 0.5 eV. Its orbital gap is 9.590 eV.

Want to see where the charge sits? The natural (NBO) charges in e are: atom 1 (C): -0.309, atom 2 (N): 0.013, atom 3 (O): -0.445, atom 4 (H): 0.194, atom 5 (H): 0.208, atom 6 (H): 0.342, atom 7 (N): -1.040, atom 8 (H): 0.338, atom 9 (H): 0.343, atom 10 (H): 0.356

---

## two
Here is a 2-piece molecular cluster, CH6N2O overall from the OMol25 dataset. Energies are from ωB97M-V/def2-TZVPD.

```
! wB97M-V def2-TZVPD RIJCOSX def2/J DEFGRID3
* xyz 0 1
C 1.5410 0.4185 0.1203
N -2.3260 -0.1024 0.0962
N 0.5952 -0.5878 -0.1076
O -1.2576 0.5928 -0.3508
H 1.9265 0.9235 -0.6950
H 1.0009 1.0654 0.7276
H 2.3803 -0.1146 0.5927
H -2.1950 -0.2745 1.0386
H -2.3955 -0.9147 -0.3877
H 0.7304 -1.0061 -1.0344
*
```

The calculation puts the LUMO energy (spin up / spin down) at 0.5 / 0.2 eV. Its orbital gap (spin up / spin down) is 9.847 / 9.486 eV.

Want to see where the charge sits? The natural (NBO) charges in e are: atom 1 (C): -0.475, atom 2 (N): -0.392, atom 3 (N): -0.409, atom 4 (O): -0.300, atom 5 (H): 0.177, atom 6 (H): 0.214, atom 7 (H): 0.212, atom 8 (H): 0.336, atom 9 (H): 0.332, atom 10 (H): 0.304

---

Which of them is least stable? Easy: two.